14
Properties=species:S:1:pos:R:3 method="wB97M-V/def2-TZVPD" e_homo_ha=-0.3498 relative_energy_kcal_mol=105.8
F 2.24642 -1.39220 -0.14025
F 0.82362 1.91321 0.48351
N -2.57281 -0.08358 -0.69711
N -1.23910 -0.57646 1.30254
C -0.09655 -0.08241 -0.71803
C -1.36545 -0.23310 0.10500
C 1.15925 -0.44351 0.08379
C 1.07387 0.84220 -0.38470
H -2.20878 -0.65687 1.78985
H -2.25084 0.76396 -1.37367
H 1.07286 -0.64311 1.19719
H 1.76156 0.96313 -1.27125
H -3.82975 -0.62107 -0.50977
H -0.11869 -0.37400 -1.67611

17
Properties=species:S:1:pos:R:3 method="wB97M-V/def2-TZVPD" e_homo_ha=-0.4051 relative_energy_kcal_mol=0.0 smiles=C[C@@H](O)C(F)(F)n1cnnn1
F 1.22843 1.73426 -0.12318
F 1.83389 -0.34254 0.27489
O 0.52136 0.97712 2.32806
N -1.17497 -0.75159 -2.50054
N 0.12153 0.09903 -1.17242
N -0.00289 -0.77313 -3.12627
N -1.12460 -0.26608 -1.36371
C 0.68876 0.57204 0.01996
C -0.26127 0.66334 1.18276
C 0.87660 -0.30085 -2.30866
C -1.08476 -0.52848 1.44344
H 2.01314 -0.12583 -2.44802
H -2.00607 -0.61307 0.89367
H -1.21639 -0.66031 2.45182
H -0.52187 -1.36355 0.96163
H -0.87586 1.47149 0.78870
H 0.98496 0.20815 2.69789

18
Properties=species:S:1:pos:R:3 method="wB97M-V/def2-TZVPD" e_homo_ha="-0.3494 / -0.3494" relative_energy_kcal_mol=16.9
F -3.30312 -1.22755 -0.75292
F 3.30599 1.01273 -0.46471
O -3.88245 0.77009 0.26559
O 3.81400 -1.03445 0.26464
N 2.81681 -0.46265 0.09925
N -1.69759 0.50776 0.27559
N 1.64956 -0.58705 0.19024
N -2.86474 0.22620 0.03286
C -0.82179 -1.69725 0.06035
C 0.65219 0.39067 0.10035
C 0.86177 1.86819 -0.00900
C -0.57953 -0.20926 0.02095
H -0.24779 2.17561 -0.27506
H 1.63980 2.08103 -0.82412
H 0.12354 -2.30258 0.25182
H -1.07789 -1.88678 -1.02215
H 1.15623 2.27477 0.96852
H -1.54498 -1.89947 0.81778

13
Properties=species:S:1:pos:R:3 method="wB97M-V/def2-TZVPD" e_homo_ha=-0.3939 relative_energy_kcal_mol=54.6 smiles=OC1(C(F)F)CC1
F 1.52215 -1.31205 -0.17490
F 1.52649 0.95170 0.41184
O -0.75989 1.60754 -0.16600
C 0.90201 0.00763 -0.28782
C -1.25282 -0.68772 0.93958
C -1.57978 -0.74781 -0.60884
C -0.53982 0.10073 0.01726
H -1.28796 -1.66608 -1.11077
H -0.95884 1.70027 -1.07980
H -2.51006 -0.24089 -0.78390
H -2.05372 -0.27180 1.65836
H 0.98729 0.10744 -1.34471
H -0.71290 -1.28305 1.49516

15
Properties=species:S:1:pos:R:3 method="wB97M-V/def2-TZVPD" e_homo_ha=-0.4148 relative_energy_kcal_mol=36.1 smiles="C[C@H](F)COC(=O)OF"
F -1.20094 0.95040 -2.34717
F 0.67909 -0.89535 2.44453
O 0.26545 -1.24327 -1.01630
O 0.54259 -1.51376 -3.26428
O 0.09779 0.66693 -2.67982
C 0.88792 -0.38309 -0.02412
C 0.32259 -0.70445 -2.32198
C -0.07407 -0.45712 1.29279
C -0.77041 0.95464 1.64216
H 1.93067 -0.74740 0.31609
H 0.98955 0.71156 -0.32554
H -1.84167 0.94936 1.22815
H -0.89985 -1.22938 1.07857
H -0.75700 1.11056 2.78596
H -0.17170 1.83037 1.19095

14
Properties=species:S:1:pos:R:3 method="wB97M-V/def2-TZVPD" e_homo_ha=-0.3594 relative_energy_kcal_mol=13.2 smiles=N[C@@H]1[C@@H](F)[C@@H](F)[C@H]1F
F 1.89870 0.42573 1.19195
F -0.86919 -0.65939 -2.14360
F 1.61447 0.00042 -1.72032
N -1.08378 -1.13569 1.30466
C -0.18610 -0.60320 0.30201
C 0.73659 0.78766 -0.99677
C -0.69250 0.06572 -1.02422
C 0.72591 0.59963 0.53018
H -0.58502 -1.65730 1.97837
H 0.85556 1.85660 -1.31359
H -1.61717 -0.45739 1.80783
H 0.45925 -1.40987 -0.07317
H 0.28523 1.42955 1.04754
H -1.54196 0.75753 -0.89086

17
Properties=species:S:1:pos:R:3 method="wB97M-V/def2-TZVPD" e_homo_ha=-0.3821 relative_energy_kcal_mol=119.4 smiles="C=C(C)C(F)(F)F.O=[N+]([O-])O"
F -1.53590 2.23462 -0.18825
F 0.18882 1.27514 -1.18561
F 0.25011 1.74508 0.86269
O 3.70552 -1.18700 -0.06742
O 1.56369 -0.95246 -0.26879
O 2.79318 0.78456 0.22607
N 2.67718 -0.61161 -0.03961
C -0.59598 1.29729 -0.11260
C -1.00282 -0.59872 1.38400
C -1.68241 -0.77966 -1.06918
C -1.08148 -0.07168 0.14698
H -0.33568 -0.07868 2.18124
H -2.44499 -0.11308 -1.47901
H -0.82378 -0.85419 -1.70149
H -1.46494 -1.56239 1.59435
H -2.10987 -1.72541 -0.75903
H 1.89936 1.19822 0.47567

17
Properties=species:S:1:pos:R:3 method="wB97M-V/def2-TZVPD" e_homo_ha=-0.3777 relative_energy_kcal_mol=0.0 smiles="COP(=O)(OC)C(F)=C(F)F"
P 0.12935 -0.41179 0.72951
F -3.63413 0.50529 -0.73217
F -2.86584 -0.42195 1.12720
F -1.08164 0.42955 -1.80653
O 1.36408 -0.54076 -0.30648
O 0.40452 0.94295 1.50917
O -0.11366 -1.49408 1.67313
C -1.29865 0.13853 -0.52388
C -2.53664 0.09716 -0.07975
C 1.55277 -1.86508 -0.98103
C 0.68361 2.13025 0.79760
H 1.97051 -2.69892 -0.30671
H 2.35402 -1.82028 -1.68838
H 0.77941 2.86166 1.52908
H 1.68478 2.18141 0.38819
H 0.71351 -2.31684 -1.43990
H -0.10598 2.28290 0.11096

17
Properties=species:S:1:pos:R:3 method="wB97M-V/def2-TZVPD" spin_multiplicity=3 e_homo_ha="-0.1084 / -0.1187" s_squared=2.007 total_charge=-1
S 2.22238 0.04088 -1.33851
F -2.79931 -0.81250 -1.63787
F 0.69580 -2.22286 -1.01013
F -2.24156 -0.91238 0.50609
O -2.06161 1.02147 -0.64089
O 3.43620 -0.59373 -0.83582
O 1.98685 1.37435 -0.85291
C 0.71024 -1.02971 -0.44510
C 0.92196 -1.00102 1.01904
C -1.92621 -0.33154 -0.73506
C -1.25202 1.71309 0.27010
H -1.33707 1.33670 1.25728
H 0.06576 -1.40160 1.65503
H -0.06579 1.35443 0.05695
H -1.36682 2.83157 0.24788
H 1.86059 -1.47648 1.16220
H 1.15061 0.10932 1.32173